54
Properties=species:S:1:pos:R:3:forces:R:3:nbo_charge:R:1 method="wB97M-V/def2-TZVPD" e_lumo_ev=-15.0019 charge=+4 total_energy_ev=-156937.3332 homo_ha=-0.7562 gap_ev=5.6
Hf 0.8848 -0.4961 -0.5012 0.3 0.2 1.0 2.26
C 5.0042 -2.0235 -0.0901 0.1 -0.3 0.0 -0.71
Se 3.8169 -0.5173 -0.4782 -0.5 0.0 0.0 0.37
C 3.7236 0.3124 1.3105 0.1 -0.1 0.0 -0.57
C 3.0684 -0.5894 2.3325 0.3 0.0 0.3 -0.53
Se 1.1070 -0.5030 2.2633 0.1 0.2 -0.3 0.30
C 0.6579 -1.7668 3.7007 -0.2 -0.4 -0.1 -0.68
H 5.9988 -1.5850 -0.0251 0.0 0.1 0.0 0.29
H 4.9560 -2.7134 -0.9297 0.0 0.0 0.0 0.29
H 4.7252 -2.5194 0.8340 0.0 0.0 0.0 0.25
H 3.2344 1.2780 1.1861 0.0 0.0 0.1 0.25
H 4.7521 0.5225 1.6123 0.0 -0.1 -0.1 0.31
H 3.3466 -0.2978 3.3480 -0.1 0.1 0.0 0.30
H 3.3352 -1.6371 2.2110 0.0 0.0 0.0 0.25
H 1.2092 -2.6939 3.5675 0.0 0.0 0.0 0.27
H -0.4154 -1.9393 3.6776 0.0 0.1 0.0 0.27
H 0.9444 -1.2360 4.6075 0.0 0.0 0.0 0.29
C -0.2786 4.9140 0.5812 -0.1 0.1 0.0 -0.70
C 0.2167 3.6766 -0.0499 0.1 0.0 0.0 0.39
C 0.7773 3.4735 -1.3349 0.0 0.0 0.0 -0.26
C 1.1030 2.1546 -1.4155 0.0 0.0 0.1 0.20
N 0.7675 1.5088 -0.2114 -0.1 0.5 -0.7 -0.65
N 0.2040 2.4885 0.5605 0.3 0.0 0.2 -0.33
C 1.7678 1.4008 -2.5303 0.0 0.2 0.1 -0.65
H 0.2487 5.7773 0.1765 0.0 0.0 0.0 0.30
H -0.1716 4.8957 1.6657 0.0 0.0 0.0 0.28
H -1.3413 5.0481 0.3481 0.0 0.0 0.0 0.31
H 0.9256 4.2311 -2.0903 0.0 0.0 0.0 0.31
H -0.0480 2.3092 1.5259 0.0 0.0 0.0 0.46
H 1.5411 1.8714 -3.4899 -0.1 -0.1 0.0 0.34
H 1.4285 0.3424 -2.6713 0.0 0.0 -0.1 0.16
H 2.8540 1.3981 -2.4287 0.0 -0.1 0.0 0.31
C -1.6092 -2.3578 -0.1202 -0.4 -0.5 0.1 -0.07
N -3.0078 -2.5392 -0.2106 -0.1 -0.1 -0.1 -0.40
C -3.4594 -2.5095 -1.6117 0.2 0.0 0.0 -0.09
N -3.1464 -1.1854 -2.1758 -0.1 -0.1 0.0 -0.39
C -1.7573 -0.9440 -2.1848 -0.5 -0.1 -0.5 -0.07
N -1.1918 -0.9594 -0.7104 1.2 -0.1 0.1 -0.80
C -2.0413 0.0937 0.0725 -0.7 0.3 0.2 -0.06
N -3.4247 -0.1888 -0.0168 0.0 -0.1 0.0 -0.41
C -3.7296 -1.5150 0.5515 0.2 0.1 0.0 -0.09
C -3.8714 -0.1583 -1.4222 0.1 0.1 0.1 -0.09
H -1.0917 -3.1353 -0.6895 0.0 0.1 -0.1 0.23
H -1.2934 -2.3865 0.9263 0.0 0.1 0.0 0.21
H -4.5342 -2.6705 -1.6472 0.0 0.0 0.0 0.26
H -2.9683 -3.2943 -2.1879 0.0 0.0 0.0 0.24
H -1.5408 0.0361 -2.6208 0.0 0.0 0.1 0.22
H -1.2444 -1.7280 -2.7487 0.1 0.0 0.1 0.23
H -1.8402 1.0753 -0.3587 0.1 0.0 -0.1 0.22
H -1.7271 0.0652 1.1216 0.0 -0.1 0.0 0.21
H -4.7998 -1.6954 0.4822 0.0 0.0 0.0 0.26
H -3.4362 -1.5500 1.6023 0.0 0.0 0.0 0.22
H -3.6906 0.8276 -1.8535 0.0 0.0 0.0 0.22
H -4.9384 -0.3652 -1.4601 0.0 0.0 0.0 0.26